[1]
This record from the OMol25 dataset describes one molecule with the formula C5H10O. The level of theory is wB97M-V/def2-TZVPD.

Results
Calculated total energy ... -271.58771 Ha
E_LUMO ... 1.045 eV
Charge ... 0
Orbital gap ... 10.46 eV
Structure (SMILES) ... COC1CCC1
Multiplicity ... 1
Energy relative to the best compared isomer or geometry (same formula, charge and spin) ... 4.487 eV
Highest occupied orbital energy ... -9.4 eV

```
16
C5H10O | the OMol25 dataset | wB97M-V/def2-TZVPD
C -0.02 2.38 0.15
C -0.37 -0.28 0.47
C -0.67 -0.79 -1.01
C 0.44 -1.76 -0.80
C 1.02 -0.84 0.27
H 0.96 2.36 0.26
H -0.35 3.04 0.89
H -0.61 2.09 -0.81
H -1.23 -0.76 1.18
H -1.77 -1.28 -1.47
H -0.22 -0.17 -1.80
H 0.81 -2.02 -1.71
H 0.07 -2.75 -0.49
H 1.43 -1.24 1.27
H 1.68 -0.07 -0.19
O -0.40 1.07 1.05
```

=====

[2]
This record from the OMol25 dataset describes a 2-piece molecular cluster, C5H10O overall. The level of theory is wB97M-V/def2-TZVPD.

Results
Calculated total energy ... -271.67663 Ha
E_LUMO ... 0.889 eV
Charge ... 0
Orbital gap ... 10.12 eV
Structure (SMILES) ... C=CC(=C)C.O
Multiplicity ... 1
Energy relative to the best compared isomer or geometry (same formula, charge and spin) ... 2.068 eV
Highest occupied orbital energy ... -9.2 eV

```
16
C5H10O | the OMol25 dataset | wB97M-V/def2-TZVPD
C -1.59 0.37 -1.40
C -0.71 -0.05 -0.22
C -1.09 0.08 1.04
C 1.04 -1.77 -0.15
C 0.62 -0.64 -0.68
H -1.23 0.00 -2.36
H -1.45 1.46 -1.39
H -2.65 0.20 -1.23
H -2.06 0.50 1.28
H -0.62 -0.49 1.84
H 0.50 -2.42 0.52
H 2.07 -2.00 -0.39
H 1.07 0.11 -1.31
H 1.35 1.37 1.98
H 0.87 1.73 0.56
O 1.64 1.45 1.07
```

=====

[3]
This record from the OMol25 dataset describes one molecule with the formula C5H10O. The level of theory is wB97M-V/def2-TZVPD.

Results
Calculated total energy ... -271.69546 Ha
E_LUMO ... 1.175 eV
Charge ... 0
Orbital gap ... 10.97 eV
Structure (SMILES) ... COCC1CC1
Multiplicity ... 1
Energy relative to the best compared isomer or geometry (same formula, charge and spin) ... 1.555 eV
Highest occupied orbital energy ... -9.8 eV

```
16
C5H10O | the OMol25 dataset | wB97M-V/def2-TZVPD
C 2.70 -0.15 0.10
O 1.49 0.29 -0.46
C 0.41 -0.11 0.34
C -0.84 0.58 -0.12
C -2.17 0.11 0.41
C -1.83 -0.08 -1.04
H 2.76 0.13 1.17
H 2.81 -1.24 0.03
H 3.52 0.32 -0.44
H 0.29 -1.21 0.31
H 0.62 0.15 1.40
H -0.72 1.66 -0.25
H -2.91 0.86 0.69
H -2.16 -0.77 1.05
H -1.62 -1.09 -1.39
H -2.34 0.54 -1.77
```

=====

[4]
This record from the OMol25 dataset describes one molecule with the formula C5H10O. The level of theory is wB97M-V/def2-TZVPD.

Results
Calculated total energy ... -271.62752 Ha
E_LUMO ... 0.077 eV
Charge ... 0
Orbital gap ... 8.71 eV
Multiplicity ... 1
Energy relative to the best compared isomer or geometry (same formula, charge and spin) ... 3.404 eV
Highest occupied orbital energy ... -8.6 eV

```
16
C5H10O | the OMol25 dataset | wB97M-V/def2-TZVPD
C 2.19 -0.06 -0.36
C 1.02 -0.75 0.40
C -0.27 -0.43 -0.32
C -2.19 0.09 0.46
C -0.70 0.93 -0.34
O -0.25 1.82 0.41
H 2.01 1.02 -0.42
H 3.12 -0.23 0.19
H 2.32 -0.46 -1.38
H 1.22 -1.82 0.48
H 0.98 -0.29 1.39
H -0.64 -1.16 -1.04
H -2.04 -0.09 1.51
H -2.80 1.01 0.35
H -2.69 -0.71 -0.07
H -1.27 1.13 -1.26
```

=====

[5]
This record from the OMol25 dataset describes a 2-piece molecular cluster, C5H10O overall. The level of theory is wB97M-V/def2-TZVPD.

Results
Calculated total energy ... -271.58613 Ha
E_LUMO ... 0.681 eV
Charge ... 0
Orbital gap ... 9.05 eV
Multiplicity ... 1
Energy relative to the best compared isomer or geometry (same formula, charge and spin) ... 4.530 eV
Highest occupied orbital energy ... -8.4 eV

```
16
C5H10O | the OMol25 dataset | wB97M-V/def2-TZVPD
C 1.99 0.06 -0.71
C 1.17 0.22 0.53
C -0.21 0.77 0.39
C -2.44 -0.74 0.24
O -2.40 -0.60 -1.06
C 0.01 -0.71 0.71
H 2.49 0.99 -0.99
H 1.36 -0.24 -1.56
H 2.75 -0.72 -0.58
H 1.69 0.51 1.44
H -0.52 1.06 -0.62
H -0.61 1.42 1.17
H -2.53 0.28 0.70
H -2.43 0.32 -1.38
H -0.24 -1.07 1.70
H -0.11 -1.47 -0.06
```

=====

[6]
This record from the OMol25 dataset describes one molecule with the formula C5H10O. The level of theory is wB97M-V/def2-TZVPD.

Results
Calculated total energy ... -271.72711 Ha
E_LUMO ... 1.016 eV
Charge ... 0
Orbital gap ... 10.49 eV
Structure (SMILES) ... CCCC(C)=O
Multiplicity ... 1
Energy relative to the best compared isomer or geometry (same formula, charge and spin) ... 0.694 eV
Highest occupied orbital energy ... -9.5 eV

```
16
C5H10O | the OMol25 dataset | wB97M-V/def2-TZVPD
C -1.33 1.75 0.65
C -0.32 1.23 -0.34
C -0.39 -0.31 -0.49
C 1.50 -1.95 -0.28
C 0.64 -0.93 0.37
O 0.74 -0.60 1.54
H -1.19 1.19 1.58
H -1.21 2.82 0.86
H -2.35 1.57 0.28
H -0.40 1.74 -1.31
H 0.69 1.47 0.03
H -0.43 -0.64 -1.54
H 2.34 -1.33 -0.62
H 1.83 -2.70 0.42
H 1.03 -2.39 -1.17
H -1.15 -0.95 0.04
```

=====

[7]
This record from the OMol25 dataset describes one molecule with the formula C5H10O. The level of theory is wB97M-V/def2-TZVPD.

Results
Calculated total energy ... -271.71078 Ha
E_LUMO ... 0.976 eV
Charge ... 0
Orbital gap ... 11.10 eV
Structure (SMILES) ... OCC1CCC1
Multiplicity ... 1
Energy relative to the best compared isomer or geometry (same formula, charge and spin) ... 1.138 eV
Highest occupied orbital energy ... -10.1 eV

```
16
C5H10O | the OMol25 dataset | wB97M-V/def2-TZVPD
O -0.58 -1.52 2.12
C -0.31 -0.24 1.57
C -0.36 -0.27 0.07
C -0.36 1.14 -0.54
C 0.44 0.58 -1.74
C 0.83 -0.63 -0.85
H -0.25 -1.54 3.02
H -1.06 0.52 1.85
H 0.67 0.14 1.92
H -1.25 -0.83 -0.24
H 0.27 1.81 0.07
H -1.33 1.62 -0.71
H -0.23 0.29 -2.55
H 1.25 1.20 -2.14
H 1.80 -0.48 -0.36
H 0.82 -1.62 -1.32
```

=====

[8]
This record from the OMol25 dataset describes one molecule with the formula C5H10O. The level of theory is wB97M-V/def2-TZVPD.

Results
Calculated total energy ... -271.67340 Ha
E_LUMO ... 0.993 eV
Charge ... 0
Orbital gap ... 10.78 eV
Structure (SMILES) ... OC1CCCC1
Multiplicity ... 1
Energy relative to the best compared isomer or geometry (same formula, charge and spin) ... 2.156 eV
Highest occupied orbital energy ... -9.8 eV

```
16
C5H10O | the OMol25 dataset | wB97M-V/def2-TZVPD
O -1.83 0.07 0.86
C -1.11 0.14 -0.36
C -0.34 -1.10 -0.70
C 0.98 -0.81 0.50
C 1.46 0.62 0.46
C -0.13 1.30 -0.27
H -2.33 -0.77 0.83
H -1.83 0.60 -1.22
H -0.90 -2.03 -0.55
H 0.04 -1.06 -1.72
H 1.77 -1.50 0.22
H 0.54 -1.01 1.48
H 1.78 1.02 1.43
H 2.29 0.72 -0.25
H -0.42 2.03 0.49
H 0.04 1.80 -1.22
```

=====

[9]
This record from the OMol25 dataset describes one molecule with the formula C5H10O. The level of theory is wB97M-V/def2-TZVPD.

Results
Calculated total energy ... -271.69895 Ha
E_LUMO ... 1.010 eV
Charge ... 0
Orbital gap ... 9.90 eV
Structure (SMILES) ... C[C@H]1C[C@]1(C)O
Multiplicity ... 1
Energy relative to the best compared isomer or geometry (same formula, charge and spin) ... 1.460 eV
Highest occupied orbital energy ... -8.9 eV

```
16
C5H10O | the OMol25 dataset | wB97M-V/def2-TZVPD
C 1.39 -0.22 1.08
C 0.99 -0.01 -0.37
C 0.15 -1.00 -1.13
C -0.52 0.23 -0.66
C -1.41 0.26 0.58
O -0.86 1.13 -1.69
H 1.34 -1.26 1.43
H 2.38 0.19 1.32
H 0.68 0.33 1.71
H 1.66 0.62 -0.96
H 0.31 -1.08 -2.20
H -0.10 -1.93 -0.63
H -1.77 -0.73 0.89
H -2.26 0.94 0.49
H -0.79 0.61 1.42
H -1.20 1.93 -1.29
```

=====

[10]
This record from the OMol25 dataset describes a 2-piece molecular cluster, C5H10O overall. The level of theory is wB97M-V/def2-TZVPD.

Results
Calculated total energy ... -271.65620 Ha
E_LUMO ... 0.896 eV
Charge ... 0
Orbital gap ... 9.41 eV
Structure (SMILES) ... C=C/C=C/C.O
Multiplicity ... 1
Energy relative to the best compared isomer or geometry (same formula, charge and spin) ... 2.624 eV
Highest occupied orbital energy ... -8.5 eV

```
16
C5H10O | the OMol25 dataset | wB97M-V/def2-TZVPD
C -0.87 -1.68 -2.06
C -0.47 -0.38 -1.40
C -0.44 -0.15 -0.06
C -0.36 1.19 0.62
C 0.07 2.28 0.05
H -0.16 -2.19 -2.67
H -1.62 -1.47 -2.77
H -1.23 -2.37 -1.31
H -0.47 0.38 -2.19
H -0.63 -1.09 0.64
H -0.71 1.24 1.70
H 0.19 3.18 0.49
H 0.53 2.56 -0.84
H 2.71 -0.17 3.54
H 1.35 -0.77 3.35
O 2.10 -0.55 2.90
```

=====

[11]
This record from the OMol25 dataset describes one molecule with the formula C5H10O. The level of theory is wB97M-V/def2-TZVPD.

Results
Calculated total energy ... -271.66147 Ha
E_LUMO ... 1.023 eV
Charge ... 0
Orbital gap ... 11.01 eV
Structure (SMILES) ... OCC1CCC1
Multiplicity ... 1
Energy relative to the best compared isomer or geometry (same formula, charge and spin) ... 2.480 eV
Highest occupied orbital energy ... -10.0 eV

```
16
C5H10O | the OMol25 dataset | wB97M-V/def2-TZVPD
O 1.75 0.18 1.44
C 1.67 -0.34 0.14
C 0.26 -0.54 -0.36
C -1.10 -0.74 0.34
C -1.68 0.38 -0.58
C -0.17 0.84 -0.77
H 0.99 0.76 1.60
H 2.02 0.42 -0.75
H 2.32 -1.22 0.14
H 0.31 -1.20 -1.24
H -1.10 -0.44 1.40
H -1.55 -1.74 0.26
H -2.19 -0.03 -1.46
H -2.38 1.07 -0.08
H -0.02 1.54 0.07
H 0.64 1.16 -1.51
```

=====

[12]
This record from the OMol25 dataset describes a 2-piece molecular cluster, C5H10O overall. The level of theory is wB97M-V/def2-TZVPD.

Results
Calculated total energy ... -271.73624 Ha
E_LUMO ... 1.139 eV
Charge ... 0
Orbital gap ... 12.51 eV
Multiplicity ... 1
Energy relative to the best compared isomer or geometry (same formula, charge and spin) ... 0.446 eV
Highest occupied orbital energy ... -11.4 eV

```
16
C5H10O | the OMol25 dataset | wB97M-V/def2-TZVPD
C 0.21 -0.07 -1.49
C 0.32 -0.11 0.03
C 1.63 0.53 0.51
C -0.88 0.59 0.69
C -2.70 -1.69 0.47
O -1.79 -2.35 0.66
H 1.09 -0.53 -1.96
H 0.15 0.96 -1.85
H -0.68 -0.61 -1.85
H 0.34 -1.17 0.34
H 1.74 0.46 1.59
H 2.50 0.05 0.05
H 1.65 1.59 0.23
H -0.85 0.48 1.78
H -0.89 1.65 0.44
H -1.85 0.21 0.35
```

=====

[13]
This record from the OMol25 dataset describes a 2-piece molecular cluster, C5H10O overall. The level of theory is wB97M-V/def2-TZVPD.

Results
Calculated total energy ... -271.65949 Ha
E_LUMO ... 0.666 eV
Charge ... 0
Orbital gap ... 10.28 eV
Structure (SMILES) ... C=CCC=C.O
Multiplicity ... 1
Energy relative to the best compared isomer or geometry (same formula, charge and spin) ... 2.534 eV
Highest occupied orbital energy ... -9.6 eV

```
16
C5H10O | the OMol25 dataset | wB97M-V/def2-TZVPD
C -0.61 -1.28 2.08
C 0.14 -1.16 3.17
C -0.16 -1.76 0.69
C -0.04 -0.50 -0.19
C -0.02 -0.59 -1.55
H -1.61 -0.65 2.21
H -0.30 -0.83 4.13
H 1.10 -1.49 3.10
H 0.69 -2.46 0.78
H -1.00 -2.40 0.40
H 0.40 0.39 0.23
H 0.24 0.22 -2.23
H -0.38 -1.48 -2.05
H 0.02 4.48 -4.18
H 1.01 4.51 -2.96
O 0.53 5.02 -3.64
```

=====

[14]
This record from the OMol25 dataset describes one molecule with the formula C5H10O. The level of theory is wB97M-V/def2-TZVPD.

Results
Calculated total energy ... -271.74469 Ha
E_LUMO ... 1.041 eV
Charge ... 0
Orbital gap ... 10.52 eV
Structure (SMILES) ... CCC(=O)CC
Multiplicity ... 1
Energy relative to the best compared isomer or geometry (same formula, charge and spin) ... 0.216 eV
Highest occupied orbital energy ... -9.5 eV

```
16
C5H10O | the OMol25 dataset | wB97M-V/def2-TZVPD
C -1.26 -0.53 1.90
C -1.38 -0.35 0.36
C -0.03 -0.59 -0.29
O 0.31 -1.69 -0.69
C 0.90 0.61 -0.40
C 1.61 0.65 -1.75
H -1.88 0.20 2.43
H -1.61 -1.53 2.19
H -0.23 -0.42 2.25
H -1.72 0.66 0.13
H -2.09 -1.07 -0.06
H 1.64 0.52 0.41
H 0.35 1.54 -0.21
H 0.89 0.80 -2.56
H 2.34 1.48 -1.78
H 2.14 -0.29 -1.93
```

=====

[15]
This record from the OMol25 dataset describes C5H10O as an isolated structure. The level of theory is wB97M-V/def2-TZVPD.

Results
Calculated total energy ... -271.65454 Ha
E_LUMO ... 0.653 eV
Charge ... 0
Orbital gap ... 9.47 eV
Multiplicity ... 1
Energy relative to the best compared isomer or geometry (same formula, charge and spin) ... 2.669 eV
Highest occupied orbital energy ... -8.8 eV

```
16
C5H10O | the OMol25 dataset | wB97M-V/def2-TZVPD
C -1.73 0.63 -0.70
C -0.55 -0.11 -0.14
C -0.63 -0.43 1.35
C 0.73 0.17 -0.75
O 0.83 1.06 -1.60
C 1.96 -0.44 -0.09
H -1.62 0.71 -1.77
H -1.76 1.66 -0.31
H -2.67 0.15 -0.41
H 0.10 -1.00 -1.21
H -0.13 0.38 1.92
H -0.11 -1.35 1.61
H -1.66 -0.47 1.73
H 1.83 -1.41 0.40
H 2.76 -0.51 -0.82
H 2.24 0.30 0.66
```